Molecular formula: CH13O5S
Method: DFT, ωB97M-V with the def2-TZVPD basis set

Summary:
- Orbital gap: 0.256 hartree
- Lowest unoccupied orbital energy: 3.339 eV
- Total charge: -1

Geometry as XYZ:
```
20
Properties=species:S:1:pos:R:3:forces:R:3:nbo_charge:R:1
C 2.54836 -0.39145 1.43491 -0.94 -0.71 -1.58 -0.71
S 2.65568 0.64301 -0.22638 -0.47 -0.93 1.56 -0.76
H 2.12259 0.05839 2.35383 0.57 0.31 -0.67 0.19
H 1.92762 -1.30511 1.27250 -0.01 0.74 -0.16 0.18
H 3.51192 -0.85304 1.56432 0.64 0.37 0.53 0.19
H 0.47861 -0.54510 -3.22827 0.09 2.38 -4.10 0.46
H 1.18676 -0.62976 -1.93690 -1.11 -0.67 -0.15 0.52
O 0.40960 -1.02583 -2.47946 1.32 -1.57 4.54 -0.97
H -2.12231 0.12414 1.84994 -0.98 -0.49 -0.46 0.45
H -0.91659 0.92277 2.02556 -0.30 -0.11 0.70 0.50
O -1.57124 0.39723 2.56740 1.18 0.68 -0.23 -0.98
H 0.78488 1.73493 0.59027 0.64 -0.11 -0.25 0.50
H -0.48148 1.36389 -0.07230 -0.92 -1.34 -1.96 0.48
O -0.17171 1.89153 0.61977 0.28 1.49 2.15 -1.00
H -4.50277 -1.35713 -0.14351 -2.53 1.05 1.82 0.45
H -3.25760 -0.95858 -0.82286 0.91 0.48 -0.37 0.49
O -3.83082 -1.70200 -0.64901 1.40 -1.74 -1.46 -0.96
H -0.94353 -0.60298 -1.57688 -0.96 0.85 0.78 0.51
H -1.34331 -0.65915 -0.14273 0.76 -1.31 2.54 0.47
O -1.61407 -0.21502 -0.89874 0.43 0.64 -3.21 -1.00
```
Forces are in eV/Å.

Molecular formula: C3H6N3O
Method: DFT, ωB97M-V with the def2-TZVPD basis set

Summary:
- Orbital gap (spin up / spin down): 0.284 / 0.244 hartree
- Multiplicity: 3
- Lowest unoccupied orbital energy (spin up / spin down): -3.615 / -7.861 eV
- Total charge: +1

Geometry as XYZ:
```
13
Properties=species:S:1:pos:R:3:forces:R:3:nbo_charge:R:1
C -1.64048 0.99023 0.42880 -1.17 0.44 1.19 0.19
C -1.20510 -0.39864 0.57598 -0.21 2.89 1.07 0.27
C 0.77569 -0.16957 -0.28944 1.55 -1.72 1.05 0.62
N -1.68574 -1.45003 0.82760 -1.54 2.95 -0.58 -0.42
N 0.81979 0.67458 -1.24499 1.17 -0.12 0.06 -0.78
N 1.84407 -0.56385 0.40902 0.49 -0.47 -1.19 -0.81
O -1.88131 1.41276 -0.69041 0.67 0.24 -0.40 -0.49
H -1.79186 1.63631 1.37012 0.52 -1.18 -1.01 0.23
H -1.42591 -2.33985 0.82332 1.41 -4.87 0.43 0.41
H -0.08554 0.96663 -1.52629 -0.88 1.01 -1.24 0.47
H 1.74274 1.04931 -1.54016 -1.19 0.25 -0.06 0.43
H 1.83397 -1.37822 1.05897 -0.05 1.04 -0.94 0.45
H 2.69969 -0.42966 -0.20253 -0.76 -0.45 1.64 0.42
```
Forces are in eV/Å.

Listing calculated total energy for the structures above in their given order: -820.3250; -356.9553 Ha.